16
Properties=species:S:1:pos:R:3:forces:R:3 method="wB97M-V/def2-TZVPD" spin_multiplicity=1 homo_ev=-8.75 molar_mass_g_mol=112.13 e_above_lowest_kj_mol=251.0 homo_lumo_gap_ha=0.3432
C -0.902986 0.522874 0.076919 0.34 2.05 -0.01
H 0.791406 -1.406234 -0.739225 0.14 0.06 0.91
C -1.683481 -0.589655 0.086129 -0.42 0.50 -0.30
C 1.111295 -0.822039 0.151664 1.95 2.53 -1.99
H 2.630584 0.428029 -0.944281 -0.19 -1.40 1.82
H 3.057139 0.206096 0.845408 -0.65 -0.70 -0.87
H 3.442599 -1.131162 -0.418377 -2.10 1.29 1.13
H 0.864234 -1.205688 1.110599 0.04 -0.88 0.63
O 0.442754 0.489078 0.076478 -0.17 -1.10 0.19
N -4.234621 -0.589870 -0.003403 -1.84 -0.15 -0.19
C -3.097302 -0.637300 0.000767 1.64 1.09 0.43
H -1.284040 -1.566468 0.086978 0.90 -0.63 -0.02
H -2.171799 2.108573 -0.511169 2.91 -0.10 1.84
N -1.274629 1.905071 0.107705 0.62 0.55 -1.36
C 2.633782 -0.336306 -0.048389 0.89 -0.17 -1.62
H -0.324942 2.624998 0.122201 -4.07 -2.93 -0.58



16
Properties=species:S:1:pos:R:3:forces:R:3 method="wB97M-V/def2-TZVPD" spin_multiplicity=1 homo_ev=-8.07 molar_mass_g_mol=112.13 e_above_lowest_kj_mol=274.7 homo_lumo_gap_ha=0.3235
H 2.270442 -1.522483 0.312413 0.49 0.30 0.00
H -2.840165 0.936064 0.289439 0.17 -0.03 0.04
H 0.879145 -1.667944 1.407338 0.27 0.23 -1.35
C 1.194518 -1.515014 0.324904 -1.08 -0.86 1.21
C -0.786667 0.222823 -0.135883 -1.22 0.18 0.14
C 1.330271 1.085465 -0.107708 0.67 -0.63 0.01
C 0.371574 1.995447 0.122526 0.51 0.97 -0.41
H 0.917635 -2.403826 -0.283718 -0.11 0.42 0.62
N -0.962830 1.496463 0.111767 1.38 -1.02 -0.14
N -1.898110 -0.549101 -0.302664 2.21 -0.80 -0.40
O -3.070042 -0.004100 0.151376 -0.91 -0.17 0.27
H 0.726664 -0.518283 -1.398646 -0.11 0.53 -0.14
H 2.441084 1.160770 -0.204764 -1.30 0.33 0.19
H 0.515161 3.082408 0.178001 -0.07 -0.59 0.26
C 0.641167 -0.253654 -0.335095 0.04 0.55 -0.55
H -1.729844 -1.545042 -0.129279 -0.93 0.59 0.24



16
Properties=species:S:1:pos:R:3:forces:R:3 method="wB97M-V/def2-TZVPD" spin_multiplicity=1 homo_ev="-8.21 / -8.21" molar_mass_g_mol=112.13 e_above_lowest_kj_mol=579.0 homo_lumo_gap_ha="0.3070 / 0.3071"
C -1.731264 -1.915899 0.092110 0.73 1.53 0.82
H -2.478553 -1.632674 0.867471 -0.17 -1.89 -0.38
C -0.968575 -0.645737 0.318661 2.18 2.17 0.18
C 1.332029 1.538154 0.549094 0.42 1.85 -0.39
H -0.514680 2.293209 0.076408 -1.39 1.34 0.89
H -1.028493 -2.791221 0.241756 -1.40 0.79 0.09
C -0.591003 0.315685 -0.577208 -1.63 -2.24 -0.58
H 0.284103 2.113639 -1.428020 0.48 -0.87 1.73
H -0.999546 0.095027 -1.617847 0.87 0.47 1.15
N 2.446650 -0.472556 0.136324 -0.99 -3.70 1.09
H 1.556934 2.312817 1.362665 -0.52 -1.20 -1.35
C 0.141147 1.630523 -0.383617 0.28 -0.54 -1.26
H -0.735815 -0.510347 1.411367 0.20 0.08 -1.07
O 3.206563 -1.188317 -0.462597 0.79 0.92 -0.95
N 2.256638 0.700991 0.294305 0.43 1.88 0.58
H -2.176134 -1.843301 -0.880876 -0.28 -0.59 -0.55



16
Properties=species:S:1:pos:R:3:forces:R:3 method="wB97M-V/def2-TZVPD" spin_multiplicity=1 homo_ev=-9.73 molar_mass_g_mol=112.13 e_above_lowest_kj_mol=655.5 homo_lumo_gap_ha=0.3570
C -2.420626 1.133630 0.087917 -1.16 6.78 0.27
H 1.530584 1.301323 -0.596820 -1.31 1.61 -2.24
C -1.710643 -0.082702 0.006168 0.63 -2.47 -2.13
O -2.230823 -1.190875 0.208436 2.10 2.16 -0.41
C 2.290559 0.617576 -0.496796 4.05 -2.52 -4.42
H -3.488815 1.281435 -0.724513 3.32 -0.69 3.23
H -2.484179 1.328439 1.319699 -0.81 -0.25 -3.36
H 1.336825 0.615323 1.391712 1.93 0.64 -0.31
H -1.517619 2.078360 -0.265720 -3.37 -2.81 1.03
N 1.830976 -0.744522 -0.123970 -1.88 -0.09 0.11
C 0.415875 -0.828705 -0.251979 0.36 3.62 0.29
H -0.025606 -1.837648 -0.099752 0.14 0.87 -0.11
H 3.156729 0.019934 1.449606 -0.14 0.39 -0.06
C 2.324363 0.401255 0.861876 -1.46 -3.23 3.78
N -0.293138 0.332175 -0.463443 -0.31 -6.90 2.15
H 3.176635 0.179927 -1.272929 -2.09 2.88 2.18



16
Properties=species:S:1:pos:R:3:forces:R:3 method="wB97M-V/def2-TZVPD" spin_multiplicity=1 homo_ev=-8.42 molar_mass_g_mol=112.13 e_above_lowest_kj_mol=869.6 homo_lumo_gap_ha=0.3151
H 0.454978 1.826974 -0.169497 -0.59 0.42 0.14
C -2.607494 0.626649 0.148616 0.82 1.82 -2.75
C 1.746911 -1.063973 0.425207 0.62 -4.01 0.09
C 0.372809 -0.368971 -0.078261 0.28 -3.56 1.51
H 1.699673 -0.686342 1.735218 1.14 -1.50 -4.03
C 0.821513 0.841559 -0.004304 3.83 2.38 -2.62
H -2.487606 0.739396 1.271566 -0.46 -0.13 -1.51
H -3.601269 0.716793 -0.330824 0.03 0.21 1.44
O 2.762336 -0.422795 -0.417329 -1.39 -2.17 1.32
H 2.083168 -2.358037 0.146681 -1.72 4.07 1.34
N 2.371578 0.822374 -0.139139 -2.93 7.23 0.53
N -2.212836 -0.742073 -0.374883 4.02 2.05 1.92
H -1.068962 -2.253094 -0.666305 2.18 3.01 1.14
C -0.911246 -1.063725 -0.290790 -4.51 -3.07 -1.92
H 2.670950 1.711023 -0.797356 -0.63 -3.62 1.54
H -2.094504 1.674247 -0.458602 -0.69 -3.15 1.87



16
Properties=species:S:1:pos:R:3:forces:R:3 method="wB97M-V/def2-TZVPD" spin_multiplicity=1 homo_ev=-7.59 molar_mass_g_mol=112.13 e_above_lowest_kj_mol=296.2 homo_lumo_gap_ha=0.3078
H -1.294949 0.429088 -0.993544 -0.07 0.10 0.97
C -0.843052 0.460385 0.024312 -0.02 0.78 -0.39
C 0.761391 0.493493 -2.314052 -1.72 2.08 -0.81
H 2.059233 -1.019291 1.271513 -0.33 0.04 -0.88
H 0.605569 -1.169971 3.210452 -0.62 0.11 -0.16
H -2.542972 -0.130363 1.061875 -0.07 0.06 -0.41
H 1.611570 0.721138 -2.987563 -0.76 -0.65 0.22
O 1.276630 0.033266 -1.119022 1.17 -0.66 0.21
C 1.019601 -0.727113 1.088095 0.19 0.38 -0.07
H 0.214922 1.447569 -2.155672 0.74 0.19 0.03
C 0.517573 -0.121531 -0.028623 1.02 -1.17 1.47
H -0.751538 1.541521 0.372823 -0.29 -0.77 -0.39
N -1.091949 -0.651888 2.106166 0.79 -1.51 4.35
N -1.575168 -0.383932 0.940205 -1.66 0.89 -2.63
C 0.157243 -0.880807 2.258007 0.35 0.92 -1.44
H -0.124104 -0.041564 -2.734973 1.29 -0.79 -0.07



16
Properties=species:S:1:pos:R:3:forces:R:3 method="wB97M-V/def2-TZVPD" spin_multiplicity=1 homo_ev=-9.04 molar_mass_g_mol=112.13 e_above_lowest_kj_mol=546.1 homo_lumo_gap_ha=0.3684
N 1.154210 0.144579 2.078221 2.24 -1.40 1.98
H -2.331379 -0.281458 0.322189 -0.28 -0.01 -1.01
H 1.108477 -0.541985 -1.775980 0.34 0.71 -0.45
H -1.383291 1.483046 -1.784387 0.97 -1.41 0.24
C 1.508526 0.140170 0.848109 3.69 0.56 2.74
C -0.432657 -1.350367 -0.392028 -1.70 1.21 -1.57
O -0.676774 0.599496 0.589472 0.94 3.33 0.78
C -1.120437 0.384811 -1.637714 0.93 -0.57 -2.26
H 1.892865 -0.178036 2.882460 -1.78 0.98 -3.24
H 2.621504 0.003622 0.490620 -2.18 -0.07 0.29
H -1.290264 -0.209812 -2.624356 -0.51 0.87 2.03
N 0.657721 0.673226 -0.075841 -1.61 0.53 0.53
C -1.412721 -0.176112 -0.278706 -1.48 -1.81 1.93
C 0.310473 -0.185138 -1.143564 0.25 -1.14 -0.76
H -0.878774 -1.884650 -1.195929 0.14 -1.87 -0.18
H -0.127562 -1.791514 0.576372 0.07 0.10 -1.06



16
Properties=species:S:1:pos:R:3:forces:R:3 method="wB97M-V/def2-TZVPD" spin_multiplicity=1 homo_ev=-9.10 molar_mass_g_mol=112.13 e_above_lowest_kj_mol=863.5 homo_lumo_gap_ha=0.3541
H -1.488566 1.517973 -0.093658 -0.93 -1.58 0.95
C -1.214997 0.473066 0.277356 0.05 0.08 -0.38
H -1.646947 -0.228804 2.218826 1.08 1.50 2.90
C 2.579499 -0.908913 0.806791 -9.17 3.39 -0.78
H 3.262938 -1.840002 0.890325 -1.44 2.28 0.09
O -0.490958 -1.782934 -1.242638 -4.60 4.74 0.39
H -0.836110 0.336134 -1.806712 -0.09 0.00 -1.83
H -1.473949 -1.239580 1.124985 -1.93 1.14 0.25
C 1.340589 -0.239250 0.708370 9.42 -5.85 0.49
N 0.934407 1.666531 -0.633536 -3.53 3.27 0.53
H 0.517492 2.564872 0.173996 1.64 -2.59 -4.09
H 0.457217 1.651605 -1.713184 1.50 1.17 4.11
H 0.380453 -1.939086 -1.087474 4.25 -0.88 0.78
C 0.286859 0.555960 0.039037 1.23 -2.98 -1.45
C -0.602458 -0.277466 -0.995352 0.11 -1.75 3.16
N -2.005475 -0.310100 1.332875 2.41 -1.93 -5.12